<P>
C32H48O24 | ωB97M-V/def2-TZVPD

```
! RIJCOSX wB97M-V def2-TZVPD def2/J DEFGRID3
* xyz 0 1
C -17.970 30.690 9.045
C -17.859 30.028 10.464
C -19.102 29.195 10.639
O -18.685 27.936 11.018
C -17.363 27.963 11.174
O -16.699 27.075 11.711
O -16.881 29.101 10.576
H -17.022 31.117 8.716
H -18.801 31.395 9.020
H -18.208 29.964 8.267
H -17.777 30.634 11.367
H -19.758 29.150 9.770
H -19.708 29.358 11.530
C -22.431 19.872 16.755
C -21.444 19.656 15.616
C -21.797 20.392 14.303
O -20.752 21.299 14.154
C -19.983 21.230 15.302
O -19.007 21.993 15.498
O -20.247 20.240 15.999
H -22.057 19.370 17.648
H -23.396 19.371 16.677
H -22.575 20.939 16.925
H -21.233 18.588 15.563
H -22.801 20.814 14.352
H -21.706 19.608 13.551
C -23.621 28.011 14.173
C -23.590 26.919 15.258
C -24.961 26.501 15.821
O -25.111 25.184 15.454
C -23.970 24.695 14.926
O -23.921 23.512 14.484
O -23.116 25.659 14.804
H -22.604 28.394 14.083
H -24.166 28.874 14.556
H -24.101 27.733 13.235
H -22.973 27.292 16.076
H -25.650 27.136 15.264
H -25.006 26.700 16.891
C -20.003 18.981 10.486
C -21.245 18.551 9.679
C -22.206 19.746 9.447
O -22.639 19.377 8.071
C -21.820 18.514 7.507
O -21.895 18.037 6.407
O -20.895 18.168 8.344
H -19.418 19.741 9.968
H -19.493 18.047 10.721
H -20.300 19.426 11.435
H -21.780 17.775 10.227
H -21.540 20.603 9.549
H -23.067 19.579 10.093
C -26.652 21.620 12.832
C -27.172 22.936 12.112
C -27.514 22.890 10.623
O -28.710 23.567 10.543
C -29.052 24.012 11.774
O -30.025 24.795 12.028
O -28.221 23.539 12.675
H -25.784 21.135 12.386
H -27.385 20.815 12.883
H -26.384 21.997 13.819
H -26.282 23.563 12.072
H -27.569 21.865 10.256
H -26.649 23.319 10.117
C -15.587 21.563 10.879
C -17.091 21.938 11.091
C -17.347 23.046 12.067
O -17.801 24.010 11.206
C -17.921 23.652 9.886
O -18.250 24.299 8.934
O -17.507 22.395 9.821
H -15.495 20.756 10.152
H -15.339 21.056 11.811
H -14.943 22.426 10.710
H -17.523 20.990 11.411
H -16.402 23.314 12.540
H -18.072 22.741 12.821
C -20.104 25.227 16.922
C -19.263 24.490 17.936
C -17.808 24.661 17.684
O -17.180 24.723 18.959
C -18.135 24.916 19.913
O -17.976 25.100 21.126
O -19.316 24.950 19.313
H -19.757 26.233 16.687
H -21.134 25.398 17.236
H -20.224 24.632 16.017
H -19.603 23.455 17.943
H -17.635 25.509 17.022
H -17.526 23.689 17.278
C -20.432 25.322 12.629
C -21.039 25.105 11.320
C -21.451 23.713 11.016
O -22.779 23.751 10.683
C -23.324 24.954 10.989
O -24.480 25.213 10.948
O -22.306 25.752 11.428
H -19.510 24.753 12.749
H -21.117 25.010 13.416
H -20.142 26.330 12.927
H -20.487 25.429 10.438
H -21.405 22.981 11.822
H -20.966 23.311 10.127
*
```

- SMILES: C[C@H]1COC(=O)O1.C[C@H]1COC(=O)O1.C[C@H]1COC(=O)O1.C[C@H]1COC(=O)O1.C[C@H]1COC(=O)O1.C[C@H]1COC(=O)O1.C[C@H]1COC(=O)O1.C[C@H]1COC(=O)O1
- HOMO-LUMO gap: 0.3781 Ha
- Highest occupied orbital energy: -10.49 eV


<Q>
C32H48O24 | ωB97M-V/def2-TZVPD

```
! RIJCOSX wB97M-V def2-TZVPD def2/J DEFGRID3
* xyz 0 1
C -2.319 -3.773 5.133
C -3.036 -3.867 3.734
C -3.509 -2.640 3.020
O -2.651 -2.627 1.875
C -1.921 -3.664 1.795
O -1.239 -3.903 0.815
O -2.068 -4.411 2.826
H -1.633 -2.938 5.275
H -1.840 -4.734 5.321
H -3.179 -3.719 5.801
H -3.880 -4.556 3.784
H -3.352 -1.745 3.623
H -4.579 -2.541 2.842
C 2.619 3.863 -2.693
C 3.474 2.643 -2.519
C 2.911 1.376 -3.205
O 3.953 0.905 -3.984
C 5.021 1.693 -3.935
O 6.053 1.426 -4.594
O 4.797 2.768 -3.139
H 3.099 4.721 -2.224
H 1.672 3.494 -2.298
H 2.544 4.213 -3.722
H 3.655 2.468 -1.459
H 1.965 1.545 -3.719
H 2.641 0.613 -2.475
C 4.754 0.341 3.792
C 3.361 1.051 3.674
C 3.515 2.525 4.072
O 3.008 3.173 2.950
C 2.847 2.420 1.901
O 2.537 2.837 0.770
O 3.050 1.119 2.323
H 4.754 -0.568 3.189
H 5.004 0.075 4.819
H 5.532 0.988 3.386
H 2.620 0.456 4.207
H 4.471 2.952 4.375
H 2.887 2.698 4.946
C -0.564 -0.019 -5.937
C -1.843 0.065 -5.012
C -2.817 1.264 -5.477
O -3.996 0.574 -5.738
C -3.838 -0.740 -5.454
O -4.793 -1.502 -5.443
O -2.600 -1.091 -5.187
H -0.813 -0.269 -6.968
H 0.166 -0.748 -5.584
H -0.045 0.928 -5.792
H -1.470 0.245 -4.004
H -2.472 1.746 -6.391
H -2.951 1.909 -4.608
C -3.397 -0.953 -1.139
C -4.591 -0.141 -1.627
C -5.724 -0.040 -0.639
O -6.118 1.280 -0.632
C -5.140 2.011 -1.267
O -5.128 3.229 -1.288
O -4.151 1.211 -1.702
H -3.519 -2.019 -1.331
H -3.120 -0.867 -0.088
H -2.474 -0.656 -1.636
H -4.880 -0.359 -2.655
H -5.448 -0.338 0.373
H -6.499 -0.726 -0.980
C 2.351 -4.655 2.891
C 3.291 -5.375 3.898
C 2.642 -6.530 4.733
O 3.430 -7.610 4.362
C 4.403 -7.293 3.504
O 5.115 -8.066 2.863
O 4.346 -5.995 3.233
H 2.409 -5.208 1.954
H 2.801 -3.708 2.594
H 1.313 -4.480 3.178
H 3.693 -4.644 4.599
H 1.602 -6.757 4.498
H 2.666 -6.309 5.800
C 0.080 5.109 -0.403
C -0.677 4.860 -1.638
C -2.042 4.279 -1.621
O -2.817 5.144 -2.360
C -2.067 6.130 -2.808
O -2.446 7.178 -3.413
O -0.784 6.006 -2.348
H 0.355 4.241 0.196
H -0.472 5.710 0.319
H 1.020 5.612 -0.628
H -0.091 4.110 -2.168
H -2.362 4.279 -0.579
H -2.203 3.259 -1.971
C 1.599 -1.129 0.994
C 0.163 -0.484 0.574
C -0.245 0.752 1.301
O -0.499 1.774 0.363
C -0.279 1.154 -0.853
O -0.434 1.790 -1.865
O 0.214 -0.108 -0.738
H 2.550 -0.660 0.741
H 1.777 -2.009 0.375
H 1.626 -1.468 2.029
H -0.562 -1.295 0.646
H 0.493 1.092 2.027
H -1.274 0.637 1.642
*
```

- SMILES: C[C@H]1COC(=O)O1.C[C@H]1COC(=O)O1.C[C@H]1COC(=O)O1.C[C@H]1COC(=O)O1.C[C@H]1COC(=O)O1.C[C@H]1COC(=O)O1.C[C@H]1COC(=O)O1.C[C@H]1COC(=O)O1
- HOMO-LUMO gap: 0.3449 Ha
- Highest occupied orbital energy: -10.12 eV


Stability summary: most stable <Q>, least stable <P>.


<P>
C26H27N3O3 | ωB97M-V/def2-TZVPD

```
! RIJCOSX wB97M-V def2-TZVPD def2/J DEFGRID3
* xyz 0 1
C -0.476 -4.282 1.777
H -0.292 -5.329 2.002
H -1.516 -4.162 1.484
H -0.302 -3.700 2.679
C 0.448 -3.819 0.647
N 0.213 -2.458 0.237
C -0.767 -2.177 -0.667
C -1.052 -0.930 -1.091
C -0.256 0.148 -0.537
C 0.601 -0.062 0.469
C 0.698 -1.416 1.117
H 0.139 -1.408 2.076
H 1.749 -1.628 1.357
C 1.503 1.008 1.017
C 2.951 0.738 0.654
C 3.294 0.371 -0.637
C 4.612 0.145 -0.994
C 5.620 0.290 -0.047
C 5.280 0.665 1.253
C 3.963 0.885 1.595
H 3.717 1.182 2.605
H 6.070 0.779 1.978
O 6.948 0.091 -0.280
C 7.357 -0.268 -1.576
H 8.441 -0.361 -1.529
H 7.092 0.501 -2.309
H 6.925 -1.226 -1.884
H 4.838 -0.142 -2.009
H 2.520 0.252 -1.382
C 1.076 2.347 0.447
C 0.201 2.437 -0.584
N -0.229 3.621 -1.123
H 0.335 4.433 -0.937
H -0.657 3.563 -2.033
O -0.410 1.375 -1.153
C 1.655 3.503 0.972
N 2.137 4.457 1.400
H 1.424 1.034 2.114
C -2.159 -0.630 -2.064
C -3.382 -0.190 -1.299
C -3.650 1.150 -1.079
C -4.743 1.556 -0.331
C -5.598 0.608 0.215
C -5.334 -0.745 0.000
C -4.240 -1.133 -0.743
H -4.048 -2.185 -0.898
H -6.005 -1.473 0.429
O -6.705 0.886 0.965
C -7.020 2.232 1.219
H -7.219 2.781 0.293
H -7.923 2.214 1.827
H -6.221 2.735 1.775
H -4.914 2.611 -0.185
H -2.994 1.901 -1.495
H -2.386 -1.528 -2.642
H -1.844 0.159 -2.747
H -1.267 -3.035 -1.093
H 1.491 -3.902 0.969
H 0.309 -4.467 -0.223
*
```

- SMILES: CCN1C=C(Cc2ccc(OC)cc2)C2=C(C1)[C@@H](c1ccc(OC)cc1)C(C#N)=C(N)O2
- HOMO-LUMO gap: 0.2857 Ha
- Highest occupied orbital energy: -7.16 eV


<Q>
C26H27N3O3 | ωB97M-V/def2-TZVPD

```
! RIJCOSX wB97M-V def2-TZVPD def2/J DEFGRID3
* xyz 0 1
C -2.438 -2.631 -0.968
C -1.167 -1.820 -0.956
O -1.126 -0.692 -1.396
C 0.032 -2.461 -0.353
C 1.146 -1.650 -0.133
C 2.280 -2.136 0.495
C 2.312 -3.479 0.857
C 1.228 -4.303 0.612
C 0.081 -3.800 0.025
H -0.759 -4.455 -0.140
H 1.274 -5.344 0.895
H 3.192 -3.880 1.340
C 3.449 -1.256 0.870
N 3.406 0.062 0.270
C 3.774 0.073 -1.137
C 3.223 1.339 -1.801
H 3.796 1.536 -2.708
H 2.187 1.173 -2.101
C 3.290 2.561 -0.862
C 1.901 2.908 -0.307
O 1.404 4.000 -0.487
N 1.322 1.881 0.359
C -0.006 1.728 0.749
C -1.028 2.553 0.287
C -2.341 2.259 0.589
C -2.651 1.142 1.355
C -1.633 0.355 1.875
C -0.319 0.651 1.578
H 0.471 0.025 1.966
H -1.884 -0.492 2.495
O -3.958 0.809 1.663
C -4.851 0.672 0.646
C -4.506 0.501 -0.693
C -5.524 0.324 -1.616
C -6.837 0.321 -1.174
N -7.168 0.469 0.099
C -6.208 0.638 0.983
H -6.510 0.753 2.015
H -7.663 0.191 -1.860
H -5.292 0.188 -2.661
H -3.470 0.502 -1.000
H -3.137 2.886 0.213
H -0.786 3.407 -0.322
H 1.918 1.055 0.474
C 4.355 2.351 0.222
C 4.202 1.039 1.007
H 5.207 0.640 1.229
H 3.702 1.223 1.963
H 4.337 3.192 0.915
H 5.327 2.359 -0.275
H 3.582 3.444 -1.439
H 4.869 0.023 -1.252
H 3.350 -0.810 -1.620
H 4.392 -1.781 0.634
H 3.422 -1.126 1.959
H 1.082 -0.625 -0.461
H -2.684 -2.958 0.040
H -2.314 -3.508 -1.599
H -3.253 -2.026 -1.358
*
```

- SMILES: CC(=O)c1cccc(CN2CCC(C(=O)Nc3ccc(Oc4cccnc4)cc3)CC2)c1
- HOMO-LUMO gap: 0.2926 Ha
- Highest occupied orbital energy: -7.94 eV


Stability summary: most stable <Q>, least stable <P>.